(1)
# C3H5NO

A single C3H5NO molecule (the ωB97M-V functional and the def2-TZVPD basis, the OMol25 dataset).

```
10
Properties=species:S:1:pos:R:3:mulliken_charge:R:1
C -0.7966 -0.5949 -0.0354 -0.2273
C -0.5989 0.8849 -0.0195 -0.5706
N 0.6562 1.0758 -0.5604 -0.2221
C 1.3361 0.0034 -0.3516 -0.2360
O 0.5596 -0.8478 0.5573 -0.2403
H -1.5360 -1.0402 0.6299 0.2472
H -0.7472 -1.0899 -1.0196 0.2400
H -1.3817 1.6003 -0.2446 0.2539
H 0.2453 -0.0118 1.2598 0.4589
H 2.4079 -0.1179 -0.2777 0.2962
```

Results
- Strongest force on any atom: 0.38 eV/A
- Highest occupied orbital energy: -7.9 eV
- LUMO energy: 0.907 eV
- Orbital gap: 8.8 eV
- Charge: 0
- Relative energy (zero: lowest compared OMol25 entry of this formula, charge and spin): 434.2 kJ/mol

(2)
# C3H5NO

A molecular structure, C3H5NO (the ωB97M-V functional and the def2-TZVPD basis, the OMol25 dataset).

```
10
Properties=species:S:1:pos:R:3:mulliken_charge:R:1
O -0.9543 -1.6989 -0.8210 -0.5654
C -0.2359 -0.8275 -0.4005 0.3618
C -0.1212 -0.2593 1.0148 -0.2448
C 0.2436 1.1259 0.5212 -0.4712
N 0.5550 0.0183 -1.1601 -0.3545
H -1.0832 -0.3649 1.5215 0.2586
H 0.6690 -0.7352 1.6036 0.2257
H -0.6552 1.7081 0.2693 0.1529
H 1.0865 0.8324 -0.5059 0.4137
H 0.3108 0.1592 -2.1377 0.2230
```

Results
- Strongest force on any atom: 0.52 eV/A
- Highest occupied orbital energy: -9.4 eV
- LUMO energy: -0.067 eV
- Orbital gap: 9.3 eV
- Charge: 0
- Relative energy (zero: lowest compared OMol25 entry of this formula, charge and spin): 381.0 kJ/mol

(3)
# C3H5NO

A single C3H5NO molecule (the ωB97M-V functional and the def2-TZVPD basis, the OMol25 dataset).

```
10
Properties=species:S:1:pos:R:3:mulliken_charge:R:1
O 2.1038 -0.6124 0.1904 -0.5382
C 0.9767 -0.2488 0.0110 0.5384
C 0.1725 1.0137 0.3377 -0.3718
N -1.0679 0.2938 -0.0567 -0.4734
C -0.3029 -0.8890 -0.5368 -0.3720
H 0.2308 1.3755 1.3714 0.2754
H 0.3847 1.8512 -0.3365 0.1910
H -1.6011 0.0450 0.7690 0.2847
H -0.5806 -1.8651 -0.1191 0.2754
H -0.3159 -0.9639 -1.6304 0.1904
```

Results
- Strongest force on any atom: 0.61 eV/A
- Highest occupied orbital energy: -9.7 eV
- LUMO energy: 0.956 eV
- SMILES: O=C1CNC1
- Orbital gap: 10.7 eV
- Charge: 0
- Relative energy (zero: lowest compared OMol25 entry of this formula, charge and spin): 125.9 kJ/mol

(4)
# C3H5NO

A single C3H5NO molecule (the ωB97M-V functional and the def2-TZVPD basis, the OMol25 dataset).

```
10
Properties=species:S:1:pos:R:3:mulliken_charge:R:1
C -1.3273 0.9946 0.5259 -0.6057
O -0.8320 0.1959 -0.5615 -0.3660
C 1.4026 -1.1810 -0.7993 -0.3179
C 0.3840 -0.2723 -0.3779 0.5752
N 1.3589 -0.2166 0.4092 -0.5194
H -1.1322 2.0552 0.3446 0.2587
H -0.8513 0.6831 1.4587 0.3374
H -2.4038 0.8207 0.5689 0.2148
H 2.0855 -0.9314 -1.6101 0.2190
H 1.3299 -2.2446 -0.5719 0.2039
```

Results
- Strongest force on any atom: 0.51 eV/A
- Highest occupied orbital energy: -10.0 eV
- LUMO energy: 0.994 eV
- SMILES: COC1=NC1
- Orbital gap: 11.0 eV
- Charge: 0
- Relative energy (zero: lowest compared OMol25 entry of this formula, charge and spin): 229.5 kJ/mol

(5)
# C3H5NO2

2 unconnected molecules or ions with the total composition C3H5NO2 in a non-equilibrium geometry (the ωB97M-V functional and the def2-TZVPD basis, the OMol25 dataset).

```
11
Properties=species:S:1:pos:R:3:mulliken_charge:R:1
C -0.0391 -1.9779 -0.1031 -0.7157
C 0.3864 -0.7800 -0.0441 0.3686
C -1.2171 1.7116 0.0425 -1.0014
N 1.3811 0.0997 0.1529 0.7377
O 1.7285 0.5478 1.2385 -0.5087
O 1.8631 0.5581 -0.9197 -0.4663
H 0.4322 -2.8919 0.1686 0.2876
H -0.9846 -2.3419 -0.4731 0.2368
H -0.7190 2.2638 0.7424 0.3551
H -2.0555 1.2004 0.1654 0.3973
H -0.7759 1.6104 -0.9704 0.3090
```

Results
- Strongest force on any atom: 4.81 eV/A
- Highest occupied orbital energy (alpha / beta): -10.0 / -9.2 eV
- LUMO energy (alpha / beta): -0.332 / -2.171 eV
- Orbital gap (alpha / beta): 9.7 / 7.1 eV
- Charge: 0
- Relative energy (zero: lowest compared OMol25 entry of this formula, charge and spin): 913.6 kJ/mol

(6)
# C3H5NO2

A single C3H5NO2 molecule in a non-equilibrium geometry (the ωB97M-V functional and the def2-TZVPD basis, the OMol25 dataset).

```
11
Properties=species:S:1:pos:R:3:mulliken_charge:R:1
O 1.2340 -1.5688 0.1690 -0.4407
C 1.3854 -0.4851 0.6669 0.1048
C 0.5085 0.7263 0.3715 -0.5342
N -0.5089 0.5195 -0.6416 -0.1676
C -1.6116 -0.2767 -0.5421 0.0861
O -2.0530 -0.8446 0.4261 -0.5303
H 2.2010 -0.2958 1.4032 0.3204
H 0.0476 1.0242 1.3252 0.2757
H 1.1668 1.5635 0.0980 0.3554
H -0.3760 0.6729 -1.6296 0.2396
H -2.0708 -0.2901 -1.5607 0.2909
```

Results
- Strongest force on any atom: 1.12 eV/A
- Highest occupied orbital energy: -9.9 eV
- LUMO energy: 0.714 eV
- SMILES: O=CCNC=O
- Orbital gap: 10.6 eV
- Charge: 0
- Relative energy (zero: lowest compared OMol25 entry of this formula, charge and spin): 102.6 kJ/mol

(7)
# C3H5NO2

A single C3H5NO2 molecule in a non-equilibrium geometry (the ωB97M-V functional and the def2-TZVPD basis, the OMol25 dataset).

```
11
Properties=species:S:1:pos:R:3:mulliken_charge:R:1
O -0.6760 -2.0310 0.7700 -0.5080
C -0.9003 -0.9262 1.2145 -0.0802
C -0.1389 0.2409 0.6940 -0.2828
N 0.2781 -0.0620 -0.6396 -0.1143
C 0.7217 0.8165 -1.5806 0.0633
O 0.8512 2.0131 -1.4230 -0.5569
H -1.4778 -0.7454 2.1339 0.3520
H -0.4680 1.2776 0.8169 0.3877
H 0.5822 0.0044 1.5359 0.1717
H 0.1456 -1.0423 -0.8559 0.2345
H 0.9666 0.3082 -2.5348 0.3330
```

Results
- Strongest force on any atom: 1.52 eV/A
- Highest occupied orbital energy: -9.9 eV
- LUMO energy: 0.650 eV
- SMILES: O=CCNC=O
- Orbital gap: 10.6 eV
- Charge: 0
- Relative energy (zero: lowest compared OMol25 entry of this formula, charge and spin): 123.9 kJ/mol

(8)
# C3H5NO2

A single C3H5NO2 molecule (the ωB97M-V functional and the def2-TZVPD basis, the OMol25 dataset).

```
11
Properties=species:S:1:pos:R:3:mulliken_charge:R:1
C 0.6184 0.3791 -0.0468 0.2199
C -0.7038 0.9314 0.1213 0.1118
C -0.9951 -1.1470 0.3567 -0.4766
O 1.6213 0.9294 0.6703 -0.4642
O 1.0993 -0.0461 -1.2675 -0.5284
N -1.6247 0.0089 -0.0225 -0.5017
H 0.3837 -0.4813 -1.7497 0.3687
H 2.4544 0.7895 0.1942 0.3537
H -0.9032 1.9484 0.4491 0.3960
H -0.6191 -1.2219 1.3708 0.2423
H -1.3312 -2.0902 -0.0758 0.2785
```

Results
- Strongest force on any atom: 0.85 eV/A
- Highest occupied orbital energy: -7.9 eV
- LUMO energy: 0.667 eV
- SMILES: C=NC=C(O)O
- Orbital gap: 8.6 eV
- Charge: 0
- Relative energy (zero: lowest compared OMol25 entry of this formula, charge and spin): 375.8 kJ/mol

(9)
# C3H5NO2

A single C3H5NO2 molecule in a non-equilibrium geometry (the ωB97M-V functional and the def2-TZVPD basis, the OMol25 dataset).

```
11
Properties=species:S:1:pos:R:3:mulliken_charge:R:1
N 2.5324 -0.0475 0.4272 -0.5059
C 1.6552 -0.7105 0.0484 0.6262
O 0.6628 -1.4032 -0.3912 -0.3816
C -0.6479 -0.8172 -0.0967 -0.3082
C -0.6623 0.6925 -0.2868 -0.5305
O -0.2792 1.3905 0.8713 -0.5247
H 0.6843 1.3507 0.9434 0.3495
H -0.0330 0.9495 -1.1516 0.3251
H -0.9045 -1.0627 0.9374 0.2992
H -1.3200 -1.3358 -0.7804 0.2963
H -1.6879 0.9937 -0.5209 0.3546
```

Results
- Strongest force on any atom: 1.05 eV/A
- Highest occupied orbital energy: -10.9 eV
- LUMO energy: 0.698 eV
- SMILES: N#COCCO
- Orbital gap: 11.6 eV
- Charge: 0
- Relative energy (zero: lowest compared OMol25 entry of this formula, charge and spin): 197.5 kJ/mol

(10)
# C3H5NO2

A single C3H5NO2 molecule in a non-equilibrium geometry (the ωB97M-V functional and the def2-TZVPD basis, the OMol25 dataset).

```
11
Properties=species:S:1:pos:R:3:mulliken_charge:R:1
C -0.4614 0.1748 0.6282 0.0900
C -1.4046 1.2548 0.8827 -0.0263
C 1.0999 -1.0353 -0.6334 -0.8845
N 0.1122 0.0122 -0.6075 0.4997
O -0.1255 0.7535 -1.5751 -0.6009
O -1.7938 1.4574 2.0123 -0.4754
H -0.2279 -0.7119 1.3090 0.1535
H -1.4344 2.0260 -0.0379 0.2408
H 1.0357 -1.6963 0.1478 0.3490
H 2.0189 -0.5549 -0.5851 0.3539
H 1.1811 -1.6803 -1.5408 0.3000
```

Results
- Strongest force on any atom: 4.05 eV/A
- Highest occupied orbital energy: -9.4 eV
- LUMO energy: -0.616 eV
- Orbital gap: 8.8 eV
- Charge: 0
- Relative energy (zero: lowest compared OMol25 entry of this formula, charge and spin): 393.4 kJ/mol